# 1
This record from the OMol25 dataset describes a molecular structure, C2BrF3OS. The level of theory is wB97M-V/def2-TZVPD.

```
8
Properties=species:S:1:pos:R:3:mulliken_charge:R:1
C 1.364 -0.176 -2.804 0.310
C -0.919 -0.087 1.698 0.601
O 1.552 -0.381 -3.927 -0.264
F -2.141 -0.539 1.398 -0.203
F -0.994 1.246 1.734 -0.208
F -0.646 -0.502 2.935 -0.196
S 0.313 -0.660 0.526 -0.058
Br 1.470 1.100 -1.561 0.017
```

Properties
- Maximum force: 0.066 hartree/bohr
- Total charge: 0
- Lowest unoccupied orbital energy (alpha / beta): -0.0365 / -0.1085 Ha
- Spin multiplicity: 1
- E_HOMO (alpha / beta): -10.58 / -8.58 eV
- Energy above the lowest of the compared OMol25 structures with the same formula, charge and spin: 65.2 kcal/mol
- HOMO-LUMO gap (alpha / beta): 9.585 / 5.623 eV

=====

# 2
This record from the OMol25 dataset describes a single C2BrF3S molecule. The level of theory is wB97M-V/def2-TZVPD.

```
7
Properties=species:S:1:pos:R:3:mulliken_charge:R:1
F -1.673 0.381 -1.224 -0.166
C -0.487 -0.199 -0.998 0.258
S 0.548 -0.923 -1.962 -0.161
C 0.226 0.045 0.722 0.473
F 1.279 -0.775 0.687 -0.167
F -0.667 -0.341 1.632 -0.177
Br 0.773 1.812 1.142 -0.061
```

Properties
- Maximum force: 0.067 hartree/bohr
- Total charge: 0
- Lowest unoccupied orbital energy: -0.0267 Ha
- Spin multiplicity: 1
- E_HOMO: -9.83 eV
- Energy above the lowest of the compared OMol25 structures with the same formula, charge and spin: 20.0 kcal/mol
- HOMO-LUMO gap: 9.099 eV

=====

# 3
This record from the OMol25 dataset describes 2 unconnected molecules or ions with the total composition C2BrO4. The level of theory is wB97M-V/def2-TZVPD.

```
7
Properties=species:S:1:pos:R:3:mulliken_charge:R:1
C -0.931 0.078 1.129 0.771
C 1.003 0.037 -1.089 0.601
O -1.189 1.205 0.832 -0.494
O -1.113 -0.876 1.806 -0.484
O 1.127 0.172 -2.270 -0.479
O 0.215 -0.731 -0.212 -0.587
Br 2.339 1.125 -0.072 -0.329
```

Properties
- Maximum force: 0.119 hartree/bohr
- Total charge: -1
- Lowest unoccupied orbital energy: 0.1283 Ha
- Spin multiplicity: 1
- E_HOMO: -5.75 eV
- Energy above the lowest of the compared OMol25 structures with the same formula, charge and spin: 31.8 kcal/mol
- HOMO-LUMO gap: 9.237 eV

=====

# 4
This record from the OMol25 dataset describes a molecular structure, C2CaO4. The level of theory is wB97M-V/def2-TZVPD.

```
7
Properties=species:S:1:pos:R:3:mulliken_charge:R:1
O 0.106 0.242 2.671 -0.300
C 0.439 1.128 2.026 0.092
O 0.212 0.666 0.253 -0.629
O 0.567 -1.185 -1.425 -0.714
C 0.301 0.102 -1.587 0.567
O -0.863 0.286 -2.072 -0.478
Ca -0.761 -1.238 0.135 1.462
```

Properties
- Maximum force: 0.148 hartree/bohr
- Total charge: 0
- Lowest unoccupied orbital energy (alpha / beta): -0.0614 / -0.0581 Ha
- Spin multiplicity: 1
- E_HOMO (alpha / beta): -8.77 / -8.42 eV
- Energy above the lowest of the compared OMol25 structures with the same formula, charge and spin: 69.8 kcal/mol
- HOMO-LUMO gap (alpha / beta): 7.099 / 6.841 eV

=====

# 5
This record from the OMol25 dataset describes a molecular structure, C2CeO4. The level of theory is wB97M-V/def2-TZVPD.

```
7
Properties=species:S:1:pos:R:3:lowdin_spin:R:1
O 2.516 -0.497 0.168 -0.002
C 3.114 -1.388 0.542 0.000
O -1.375 1.124 0.286 -0.012
O -1.912 -0.571 -1.183 0.000
C -1.989 0.000 -0.165 0.000
O -1.659 -0.149 1.093 -0.003
Ce 1.305 1.480 -0.740 1.018
```

Properties
- Maximum force: 0.078 hartree/bohr
- Total charge: +3
- <S²>: 0.75
- Lowest unoccupied orbital energy (alpha / beta): -0.7151 / -0.6901 Ha
- Spin multiplicity: 2
- E_HOMO (alpha / beta): -24.63 / -24.64 eV
- Energy above the lowest of the compared OMol25 structures with the same formula, charge and spin: 2.2 kcal/mol
- HOMO-LUMO gap (alpha / beta): 5.169 / 5.861 eV

=====

# 6
This record from the OMol25 dataset describes 2 unconnected molecules or ions with the total composition C2Cl2N2. The level of theory is wB97M-V/def2-TZVPD.

```
6
Properties=species:S:1:pos:R:3:mulliken_charge:R:1
C -0.985 -0.266 0.009 0.315
C 0.291 0.154 0.141 0.280
N -2.064 -0.640 -0.164 -0.221
N 1.155 0.985 0.078 -0.086
Cl 1.740 -2.227 0.006 -0.443
Cl 2.794 0.972 0.057 0.155
```

Properties
- Maximum force: 0.076 hartree/bohr
- Total charge: 0
- Lowest unoccupied orbital energy (alpha / beta): -0.1063 / -0.1187 Ha
- Spin multiplicity: 1
- E_HOMO (alpha / beta): -10.08 / -9.64 eV
- Energy above the lowest of the compared OMol25 structures with the same formula, charge and spin: 79.8 kcal/mol
- HOMO-LUMO gap (alpha / beta): 7.184 / 6.414 eV

=====

# 7
This record from the OMol25 dataset describes 2 unconnected molecules or ions with the total composition C2Cl2N2O4. The level of theory is wB97M-V/def2-TZVPD.

```
10
Properties=species:S:1:pos:R:3:mulliken_charge:R:1
C 1.475 -2.103 -0.032 0.684
C 0.500 -0.035 -1.381 0.746
N -0.692 0.577 -1.772 -0.206
N -0.839 2.090 -1.617 -0.079
O 2.165 -1.566 0.756 -0.501
O 0.238 -0.984 -0.581 -0.433
O 1.294 -3.162 -0.607 -0.587
O 1.667 0.397 -1.694 -0.615
Cl 0.044 2.795 -0.422 -0.009
Cl -5.853 1.990 7.350 -1.000
```

Properties
- Maximum force: 0.145 hartree/bohr
- Total charge: -2
- Lowest unoccupied orbital energy (alpha / beta): 0.1262 / 0.1260 Ha
- Spin multiplicity: 1
- E_HOMO (alpha / beta): -2.07 / -2.07 eV
- Energy above the lowest of the compared OMol25 structures with the same formula, charge and spin: 86.9 kcal/mol
- HOMO-LUMO gap (alpha / beta): 5.504 / 5.500 eV

=====

# 8
This record from the OMol25 dataset describes a single C2Cl2N2O4 molecule. The level of theory is wB97M-V/def2-TZVPD.

```
10
Properties=species:S:1:pos:R:3:mulliken_charge:R:1
O 0.064 -2.109 0.443 -0.581
N -0.561 -1.197 -0.013 0.969
O -1.638 -1.211 -0.516 -0.539
C 0.163 0.010 0.020 -0.071
C 1.714 -0.017 -0.091 0.441
Cl 2.459 1.447 0.048 -0.047
Cl 2.632 -1.424 -0.088 -0.033
N -0.582 1.221 0.028 0.986
O -0.003 2.250 -0.301 -0.593
O -1.718 1.121 0.481 -0.533
```

Properties
- Maximum force: 0.129 hartree/bohr
- Total charge: 0
- Lowest unoccupied orbital energy (alpha / beta): -0.0810 / -0.0810 Ha
- Spin multiplicity: 1
- E_HOMO (alpha / beta): -10.53 / -10.53 eV
- Energy above the lowest of the compared OMol25 structures with the same formula, charge and spin: 32.1 kcal/mol
- HOMO-LUMO gap (alpha / beta): 8.329 / 8.328 eV

=====

# 9
This record from the OMol25 dataset describes 2 unconnected molecules or ions with the total composition C2Cl2O3. The level of theory is wB97M-V/def2-TZVPD.

```
7
Properties=species:S:1:pos:R:3:mulliken_charge:R:1
C 1.385 -0.538 0.032 0.519
C -1.827 0.482 0.133 0.821
O 1.809 -1.477 0.529 -0.405
O -1.659 1.563 0.494 -0.130
O 0.316 -0.082 -0.338 -0.586
Cl -2.793 -0.641 -0.417 0.107
Cl 2.770 0.693 -0.433 -0.327
```

Properties
- Maximum force: 0.097 hartree/bohr
- Total charge: 0
- Lowest unoccupied orbital energy (alpha / beta): -0.1037 / -0.1037 Ha
- Spin multiplicity: 1
- E_HOMO (alpha / beta): -9.12 / -9.12 eV
- Energy above the lowest of the compared OMol25 structures with the same formula, charge and spin: 50.1 kcal/mol
- HOMO-LUMO gap (alpha / beta): 6.294 / 6.295 eV

=====

# 10
This record from the OMol25 dataset describes a single C2Cl2O3 molecule. The level of theory is wB97M-V/def2-TZVPD.

```
7
Properties=species:S:1:pos:R:3:mulliken_charge:R:1
O 2.082 0.865 -0.411 -0.335
C 1.333 0.024 -0.077 0.426
Cl 1.672 -1.578 0.327 -0.097
C -0.467 0.464 0.094 0.681
O -0.718 1.570 0.409 -0.406
O -1.037 -0.612 -0.200 -0.294
Cl -2.866 -0.733 -0.142 0.026
```

Properties
- Maximum force: 0.088 hartree/bohr
- Total charge: 0
- Lowest unoccupied orbital energy (alpha / beta): -0.0845 / -0.0845 Ha
- Spin multiplicity: 1
- E_HOMO (alpha / beta): -10.31 / -10.31 eV
- Energy above the lowest of the compared OMol25 structures with the same formula, charge and spin: 45.9 kcal/mol
- HOMO-LUMO gap (alpha / beta): 8.009 / 8.010 eV

=====

# 11
This record from the OMol25 dataset describes a molecular structure, C2Cl3N4. The level of theory is wB97M-V/def2-TZVPD.

```
9
Properties=species:S:1:pos:R:3:mulliken_charge:R:1
C 0.233 0.329 -0.059 0.556
C -1.603 0.433 3.550 -0.018
N 1.268 0.801 -0.712 -0.370
N 0.051 -0.982 -0.197 -0.317
N 1.861 -0.319 -1.245 -0.291
N 1.144 -1.300 -1.010 -0.318
Cl -0.436 -0.686 3.119 0.034
Cl -3.007 -0.095 2.589 -0.078
Cl -0.877 1.387 0.691 -0.198
```

Properties
- Maximum force: 0.081 hartree/bohr
- Total charge: -1
- Lowest unoccupied orbital energy: 0.0689 Ha
- Spin multiplicity: 1
- E_HOMO: -5.24 eV
- Energy above the lowest of the compared OMol25 structures with the same formula, charge and spin: 2.7 kcal/mol
- HOMO-LUMO gap: 7.118 eV

=====

# 12
This record from the OMol25 dataset describes a single C2Cl4F2 molecule. The level of theory is wB97M-V/def2-TZVPD.

```
8
Properties=species:S:1:pos:R:3:mulliken_charge:R:1
F 0.070 -1.767 -0.119 -0.169
C 0.381 -0.595 0.391 0.369
Cl 2.117 -0.370 0.094 -0.110
Cl 0.014 -0.569 2.103 -0.090
C -0.406 0.519 -0.445 0.373
F 0.035 0.455 -1.717 -0.180
Cl -0.092 2.129 0.157 -0.094
Cl -2.119 0.199 -0.464 -0.099
```

Properties
- Maximum force: 0.027 hartree/bohr
- Total charge: 0
- Lowest unoccupied orbital energy: 0.0206 Ha
- Spin multiplicity: 1
- E_HOMO: -11.57 eV
- Energy above the lowest of the compared OMol25 structures with the same formula, charge and spin: 1.4 kcal/mol
- HOMO-LUMO gap: 12.130 eV

=====

no.,M (u)
1,208.99
2,192.99
3,167.92
4,128.10
5,228.13
6,122.94
7,186.94
8,186.94
9,142.93
10,142.93
11,186.41
12,203.83